Entry w
ORCA calculation (ωB97M-V/def2-TZVPD) on a molecular structure, C5H11N3OS.

Its spin multiplicity is 1. Its HOMO energy is -0.2888 Eh. The net charge is 0. Its LUMO energy is -0.1513 eV.

Each line ends with the Mulliken charge.
Element x y z (Å)
C 3.09420 0.52550 -0.45804  0.025
C 2.16823 0.46567 0.85434  -1.085
C 0.27611 1.16233 -0.14510  -0.549
C -1.83585 0.08087 0.01943  -0.313
C 0.30186 -1.11994 0.21629  -0.417
H 4.82400 -1.28294 -0.82484  0.327
H 3.77424 1.43510 -0.27734  0.327
H 2.23065 0.75463 -1.40116  0.130
H 2.51298 -0.18426 1.53532  0.523
H 2.26338 1.48701 1.08995  0.500
H 0.78076 2.14115 -0.12504  0.330
H 0.52664 0.85945 -1.33230  0.267
H -1.57944 1.90826 -0.91079  0.388
H -1.53202 -2.02954 0.31621  0.289
H 0.77798 -1.25279 -0.76978  0.318
H 0.81080 -1.97018 0.79577  0.306
N 0.66240 0.26495 0.74604  -0.154
N -1.15424 1.13604 0.03763  -0.188
N -1.07685 -1.07369 0.23956  -0.078
O 3.55138 -1.00206 -0.55136  -0.600
S -3.55297 -0.17670 -0.23558  -0.345

---

Entry x
ORCA calculation (ωB97M-V/def2-TZVPD) on a molecular structure, C5H11N3OS.

Its spin multiplicity is 1. Its HOMO energy is -0.3166 Eh. The net charge is 0. Its LUMO energy is 0.5137 eV.

Each line ends with the Mulliken charge.
Element x y z (Å)
C 0.59728 0.16844 -0.19572  -0.276
C -1.35101 -1.31251 0.63062  -1.803
C -1.50292 0.30973 -1.47054  -1.440
C -1.16491 1.24613 0.87632  -1.682
C -0.89649 0.03265 -0.05553  2.280
N 1.23795 1.07481 -0.79766  -0.115
N 2.54323 1.12239 -0.83288  -0.669
N 1.55054 -0.96110 0.34650  -0.437
O 4.01559 -0.27963 0.89743  -0.548
S 3.04663 -0.22226 -0.11483  0.682
H -1.49502 -1.18195 1.67772  0.360
H -2.23518 -1.62893 0.20180  0.411
H -0.59176 -2.00810 0.50437  0.531
H -2.39277 -0.40577 -1.57283  0.328
H -0.81874 0.07113 -2.19877  0.393
H -1.86406 1.36131 -1.56700  0.314
H -2.22875 1.50479 0.99001  0.406
H -0.84497 2.27384 0.44806  0.379
H -0.65009 1.11277 1.87518  0.373
H 1.52780 -1.02629 1.40505  0.324
H 3.51767 -1.25146 -1.04730  0.189

---

Least stable = entry w

---

Entry w
ORCA calculation (ωB97M-V/def2-TZVPD) on 3 unconnected molecules or ions with the total composition C3H14N2O2.

Its spin multiplicity is 2. Its HOMO energy (alpha / beta) is -0.4830 / -0.4818 Eh. The net charge is +1. Its LUMO energy (alpha / beta) is -3.8274 / -8.9829 eV.

Each line ends with the Mulliken charge.
Element x y z (Å)
N 0.39345 -0.47861 -1.99110  -0.082
C 0.54337 -1.06011 -0.69398  -0.457
C -0.56329 -0.61675 0.24487  -0.530
C -0.38119 -1.11681 1.68902  -0.686
N -1.55459 -0.78844 2.51476  -0.587
H -0.33400 0.22411 -2.11885  0.345
H 1.21647 -0.15133 -2.49665  0.321
H 1.55171 -0.79619 -0.35787  0.358
H 0.59645 -2.15891 -0.79257  0.309
H -0.57779 0.46265 0.29132  0.423
H -1.53524 -0.93212 -0.13884  0.419
H 0.46263 -0.57827 2.10306  0.283
H -0.18067 -2.18906 1.67032  0.370
H -2.00456 -1.65769 2.78766  0.276
H -2.29135 -0.40523 1.93210  0.239
H -4.74016 -0.45217 -0.03457  0.322
H -4.68807 0.59070 -1.14742  0.316
O -4.58754 0.48406 -0.19629  -0.638
H 6.32365 2.26562 -1.47051  0.318
H 5.15576 3.22903 -1.23740  0.302
O 6.09047 3.09874 -1.04173  -0.620

---

Entry x
ORCA calculation (ωB97M-V/def2-TZVPD) on 3 unconnected molecules or ions with the total composition C3H14N2O2.

Its spin multiplicity is 2. Its HOMO energy (alpha / beta) is -0.5270 / -0.5270 Eh. The net charge is +1. Its LUMO energy (alpha / beta) is -3.2698 / -8.1845 eV.

Each line ends with the Mulliken charge.
Element x y z (Å)
C -1.63140 0.76298 -0.32031  -1.101
C -0.43982 -0.04188 0.24669  -0.583
N -0.30251 -1.42756 -0.23484  0.116
C -0.58993 -1.81993 -1.61178  -0.471
N 0.50232 -1.44154 -2.50109  -0.518
H -1.74543 0.72928 -1.40149  0.398
H -1.42611 1.81103 -0.10708  0.310
H -2.54050 0.56242 0.23866  0.321
H 0.46533 0.55703 0.17769  0.352
H -0.69173 -0.13836 1.28710  0.457
H -0.74595 -1.94069 0.52905  0.375
H -1.47421 -1.31259 -1.98690  0.345
H -0.69452 -2.89865 -1.56274  0.428
H 0.79855 -0.48149 -2.31879  0.263
H 1.33935 -1.94179 -2.21307  0.299
H 2.09014 0.02937 1.85336  0.295
H 2.86667 1.29374 2.09995  0.330
O 2.98995 0.34748 1.98946  -0.618
H 0.17622 2.84654 1.37300  0.302
H 0.56823 2.47445 2.66409  0.285
O 0.48535 2.03014 1.79903  -0.584

---

Entry y
ORCA calculation (ωB97M-V/def2-TZVPD) on 3 unconnected molecules or ions with the total composition C3H14N2O2.

Its spin multiplicity is 2. Its HOMO energy (alpha / beta) is -0.4857 / -0.4857 Eh. The net charge is +1. Its LUMO energy (alpha / beta) is -3.7837 / -9.1909 eV.

Each line ends with the Mulliken charge.
Element x y z (Å)
N 0.33994 2.39465 -1.69788  -0.084
C 1.42188 1.41942 -1.58325  -0.226
C 1.10681 0.54775 -0.35907  -0.735
C 2.05516 -0.60206 -0.08242  -0.703
N 1.52746 -1.51464 0.93932  -0.590
H -0.45878 2.03918 -1.17201  0.330
H 0.19206 2.67748 -2.67850  0.356
H 1.29824 0.80741 -2.49157  0.354
H 2.41262 1.93378 -1.45666  0.332
H 0.16532 -0.03411 -0.50377  0.345
H 0.83349 1.27638 0.44369  0.435
H 2.12544 -1.04865 -1.07903  0.275
H 3.02050 -0.15354 0.21331  0.380
H 1.31270 -1.04645 1.83816  0.268
H 2.37824 -1.96869 1.28025  0.280
H -1.38770 -2.01514 0.67464  0.324
H -2.19008 -1.50958 -0.60315  0.295
O -2.22917 -1.67826 0.34747  -0.630
H -4.45359 -0.01518 2.12617  0.300
H -4.95335 -1.17164 2.80810  0.322
O -4.51720 -0.33811 3.03621  -0.626

---

Least stable = entry y

---

Entry w
ORCA calculation (ωB97M-V/def2-TZVPD) on a gas-phase ion, C3H4NO (charge +1).

Its spin multiplicity is 3. Its HOMO energy (alpha / beta) is -0.4385 / -0.6811 Eh. The net charge is +1. Its LUMO energy (alpha / beta) is -5.9370 / -8.4941 eV.

Each line ends with the Mulliken charge.
Element x y z (Å)
C 1.10227 0.08066 0.29533  -0.252
C 0.82607 1.34498 0.57560  0.520
C -1.13916 -0.36978 -0.47957  -0.414
N 0.07086 -0.72267 -0.33498  -0.145
O 0.39039 2.34178 0.83571  -0.048
H 1.89309 -0.47037 0.58435  0.475
H -1.77250 -1.13084 -0.59146  0.315
H -1.64151 0.66247 -0.60882  0.241
H 0.27049 -1.73623 -0.27616  0.306

---

Entry x
ORCA calculation (ωB97M-V/def2-TZVPD) on a molecular structure, C3H4NO.

Its spin multiplicity is 3. Its HOMO energy (alpha / beta) is -0.4567 / -0.6550 Eh. The net charge is +1. Its LUMO energy (alpha / beta) is -4.2549 / -10.2181 eV.

Each line ends with the Mulliken charge.
Element x y z (Å)
C -1.12861 0.12179 0.01243  0.732
C 0.27262 0.95765 -0.00219  -0.234
C 0.27352 -1.05200 -0.00698  -0.614
N -1.18939 1.31846 0.02292  -0.104
O -1.13001 -1.15140 -0.01007  -0.162
H 0.72980 1.33934 0.86757  0.298
H 0.79827 1.19827 -0.89434  0.300
H 0.72220 -1.48390 -0.87319  0.382
H 0.65160 -1.24821 0.88385  0.402

---

Least stable = entry x

---

Entry w
ORCA calculation (ωB97M-V/def2-TZVPD) on C2H4ClPS2 in the gas phase.

Its spin multiplicity is 1. Its HOMO energy is -0.3296 Eh. The net charge is 0. Its LUMO energy is -0.8454 eV.

Each line ends with the Mulliken charge.
Element x y z (Å)
S -1.53555 0.71000 -1.80765  -0.192
C -1.30374 0.65850 -0.14073  -0.276
C 0.02157 0.82479 0.40330  -0.654
P 0.84940 -0.78067 1.02966  0.291
S 2.31548 -1.25765 -0.44185  -0.219
Cl -0.59619 -2.18896 0.50320  -0.209
H -1.92178 0.68259 0.73234  0.337
H 0.66542 1.31493 -0.24021  0.435
H -0.03699 1.38424 1.33982  0.340
H 1.54238 -1.34777 -1.37789  0.148

---

Entry x
ORCA calculation (ωB97M-V/def2-TZVPD) on C2H4ClPS2 in the gas phase.

Its spin multiplicity is 1. Its HOMO energy is -0.3273 Eh. The net charge is 0. Its LUMO energy is -0.5389 eV.

Each line ends with the Mulliken charge.
Element x y z (Å)
S 0.31630 1.55634 2.00510  -0.212
C 0.63208 0.98364 0.52336  -0.123
C -0.37600 0.36707 -0.36661  -0.716
P 0.09919 -1.09308 -1.49951  0.291
S -0.28949 -2.80753 -0.31247  -0.255
Cl 2.11304 -0.95142 -1.44339  -0.205
H 1.63134 1.10147 0.11737  0.270
H -1.28736 0.12081 0.18447  0.392
H -0.64606 1.12044 -1.11810  0.385
H 0.21644 -2.35412 0.83973  0.173

---

Least stable = entry w